Formula: C16H31MoNP2Se
Source: the OMol25 dataset
Level of theory: wB97M-V/def2-TZVPD

Atoms and positions in Å:
P: -1.076 5.635 -0.469
P: 2.179 4.711 -1.060
C: 0.232 6.857 -0.658
C: 1.324 6.300 -1.567
H: 0.620 7.144 0.330
H: -0.238 7.717 -1.131
H: 0.925 6.090 -2.566
H: 2.143 7.021 -1.677
C: 3.335 5.208 0.282
H: 3.854 4.369 0.766
H: 2.735 5.755 1.018
H: 4.091 5.890 -0.134
C: 3.491 5.051 -2.409
H: 4.017 5.987 -2.188
H: 3.070 5.106 -3.425
H: 4.276 4.266 -2.461
C: -2.501 6.226 0.517
H: -3.475 6.164 0.008
H: -2.342 7.250 0.844
H: -2.513 5.525 1.438
C: -1.672 5.136 -2.096
H: -0.878 4.684 -2.704
H: -2.065 6.013 -2.617
H: -2.471 4.390 -1.995
Mo: -1.087 4.372 1.286
C: 1.831 -0.357 -3.219
C: 2.827 -0.306 -2.326
C: 3.387 0.776 -1.450
C: 2.421 1.835 -0.877
C: 2.174 2.990 -1.820
C: 1.296 2.914 -2.861
C: 1.592 2.117 -4.089
C: 1.035 0.680 -3.965
C: -2.080 2.870 0.232
H: 1.540 -1.368 -3.539
H: 3.331 -1.255 -2.140
H: 4.281 1.267 -1.911
H: 3.763 0.231 -0.569
H: 1.434 1.403 -0.606
H: 2.877 2.200 0.069
H: 0.332 4.484 0.319
H: 0.283 3.345 -2.803
H: 2.681 2.114 -4.260
H: 1.092 2.572 -4.976
H: 0.010 0.725 -3.546
H: 0.936 0.281 -4.996
H: -1.257 2.131 0.074
H: -2.670 2.958 -0.691
H: -2.728 2.533 1.074
Se: 0.660 0.926 4.257
C: -0.072 2.240 3.395
N: -0.507 3.122 2.702

Cartesian forces (eV/Å) of the 2 atoms listed first:
-1.270 1.926 -3.147
4.050 1.421 -2.472

Calculated values
highest occupied orbital energy (alpha / beta) = -14.01 / -14.14 eV
energy above the lowest of the compared OMol25 structures with the same formula, charge and spin = 0.4 kcal per mole
net charge = +2
Kohn-Sham gap (alpha / beta) = 6.304 / 6.117 eV
2S+1 = 3
largest force on an atom = 0.0963 hartree/bohr